C25H24ClN5O2 | ωB97M-V with the def2-TZVPD basis set

The HOMO-LUMO gap is 7.2223 eV. Its HOMO energy is -7.53 eV. Its multiplicity is 1. The calculation puts the total energy at -50362.8400 eV. The calculation puts the energy above the lowest of the compared OMol25 structures with the same formula, charge and spin at 489.7 kcal per mole. As for the LUMO energy: -0.310 eV.

Atoms and positions in Å:
C1 1.76385 3.78121 3.68551
N1 1.00181 2.75911 3.00387
C2 0.04271 2.80007 2.05674
C3 -0.43824 1.67046 1.82231
C4 0.36036 0.89988 2.61196
C5 0.20847 -0.65891 2.94455
C6 1.02182 -1.27945 3.89506
C7 2.21116 -0.53327 4.35058
C8 2.27203 0.81945 4.26657
C9 1.23166 1.46177 3.38850
H1 2.97099 1.19060 4.83566
H2 2.95833 -1.12328 5.06380
H3 1.11044 -2.16802 3.82678
H4 -0.51525 -1.39451 2.32585
C10 -1.33597 1.50396 0.81801
C11 -1.55549 0.41125 0.07436
N2 -0.54687 -0.35457 -0.02132
C12 -0.21917 -1.66800 -0.51837
O1 -0.85925 -2.38007 -1.50421
C13 1.05567 -2.38811 -0.03518
C14 1.16428 -3.63329 0.05812
C15 2.13019 -4.54000 0.71136
C16 3.30682 -3.82837 0.90700
C17 3.30198 -2.45922 0.84801
C18 2.53687 -1.66980 0.06344
Cl1 2.47932 0.06138 -0.08971
H5 4.21240 -1.63048 1.01689
H6 4.21501 -4.36211 1.21417
H7 2.03097 -5.47116 0.82163
H8 0.07574 -4.18295 -0.20021
H9 0.39006 -0.19348 0.45524
C19 -2.51250 0.59786 -1.06219
O2 -3.39287 1.43696 -1.05051
N3 -2.74821 -0.36231 -1.87052
H10 -2.10853 -1.23172 -1.80237
C20 -3.71812 -0.65647 -3.02488
C21 -3.37016 0.71449 -4.09206
H11 -3.70909 1.46114 -3.34529
H12 -4.27796 0.57183 -4.71160
C22 -2.10979 0.32879 -4.61169
N4 -1.21216 0.72967 -3.82356
C23 -0.14173 -0.33409 -3.28043
N5 0.81888 0.38683 -2.55765
C24 0.35593 1.76275 -2.38457
C25 -0.59220 1.87054 -3.17498
H13 -1.42591 2.84812 -3.43149
H14 0.82497 2.39561 -1.85063
H15 -0.19402 -1.04779 -3.88715
H16 -1.95554 -0.55307 -5.22009
H17 -2.05569 1.11671 -5.43590
H18 -4.67858 -0.29496 -2.55103
H19 -3.70780 -1.45624 -3.48528
H20 -2.20083 2.19626 0.56794
H21 -0.35732 3.85662 1.87307
H22 1.31076 4.77726 3.27461
H23 1.62149 3.64775 4.81386
H24 2.95430 3.79734 3.42744



C30H35N4O2P2PtSSi | ωB97M-V with the def2-TZVPD basis set

The HOMO-LUMO gap is 6.4546 eV. Its HOMO energy is -16.75 eV. Its multiplicity is 1. Its total charge is +3. The calculation puts the total energy at -82245.0051 eV. The calculation puts the energy above the lowest of the compared OMol25 structures with the same formula, charge and spin at 5.0 kcal per mole. As for the LUMO energy: -10.295 eV.

Atoms and positions in Å:
Pt1 -0.05375 0.02936 -0.02219
C1 -0.82782 -3.94882 -5.40674
Si1 -0.15462 -2.23738 -5.18909
C2 -1.49288 -0.95012 -5.30713
C3 1.24347 -1.90116 -6.35551
C4 0.64753 -2.23993 -3.42739
C5 1.66539 -3.15481 -3.16228
C6 2.30168 -3.21730 -1.91902
C7 1.91293 -2.35043 -0.92928
N1 0.93576 -1.45596 -1.16793
C8 0.33974 -1.41504 -2.35873
S1 -0.85916 -0.14448 -2.25034
H1 -1.25745 -4.03440 -6.40782
H2 -1.61784 -4.16988 -4.68599
H3 -0.05153 -4.71054 -5.31435
H4 -1.90843 -0.97969 -6.31748
H5 -1.12195 0.06605 -5.14941
H6 -2.32028 -1.13510 -4.61763
H7 0.86644 -1.93522 -7.38049
H8 2.03708 -2.64571 -6.27053
H9 1.67993 -0.91280 -6.19623
H10 1.97655 -3.84260 -3.94058
H11 3.09052 -3.93053 -1.72435
H12 2.36880 -2.35773 0.04430
C9 0.99073 -2.64056 2.29786
P1 -0.11305 -1.23742 2.01079
C10 -1.67726 -1.90168 2.60566
C11 0.37306 0.05270 3.18990
C12 -0.14170 0.12698 4.47739
C13 0.27507 1.14324 5.33413
C14 1.19625 2.08324 4.90155
C15 1.71045 2.01498 3.60860
C16 1.30320 0.99810 2.75528
P2 1.93347 0.82503 1.06370
C17 3.42387 -0.19264 1.17022
C18 2.63618 2.42130 0.61873
H13 0.97119 -2.82907 3.37290
H14 2.00973 -2.46858 1.99589
H15 0.61350 -3.52265 1.77608
H16 -1.46048 -2.42141 3.54031
H17 -2.06894 -2.63731 1.90254
H18 -2.41461 -1.12305 2.77420
H19 -0.86522 -0.59487 4.83388
H20 -0.12664 1.19743 6.33715
H21 1.51793 2.87508 5.56484
H22 2.42882 2.75942 3.29076
H23 4.03574 0.24393 1.96200
H24 3.97439 -0.14207 0.22838
H25 3.23582 -1.22537 1.40742
H26 3.50859 2.56323 1.25909
H27 1.93211 3.23547 0.76054
H28 2.98471 2.40805 -0.41428
O1 -2.48481 6.67641 0.88948
N2 -3.38625 5.87496 1.02414
O2 -4.50468 6.11539 1.39638
C19 -3.06108 4.44195 0.76428
C20 -3.97517 3.54374 1.17148
C21 -3.74671 2.13851 0.99620
C22 -4.72295 1.15657 1.24245
C23 -4.43950 -0.15424 0.94510
C24 -3.16128 -0.48917 0.49247
N3 -2.20545 0.41520 0.32662
C25 -2.50867 1.72186 0.51911
C26 -1.55131 2.68070 0.07625
N4 -0.43337 2.16849 -0.49725
C27 0.37701 2.97521 -1.16203
C28 0.14610 4.34727 -1.23793
C29 -0.93207 4.89517 -0.58680
C30 -1.83108 4.05026 0.10530
H29 -4.89880 3.89416 1.61455
H30 -5.69721 1.44516 1.61857
H31 -5.18419 -0.93068 1.05420
H32 -2.91538 -1.51057 0.24043
H33 1.21118 2.52048 -1.67638
H34 0.81912 4.97058 -1.81046
H35 -1.11666 5.95519 -0.63493



C3H6P2 | ωB97M-V with the def2-TZVPD basis set

The HOMO-LUMO gap is 9.0194 eV. Its HOMO energy is -9.16 eV. Its multiplicity is 1. The calculation puts the total energy at -21783.1366 eV. The calculation puts the energy above the lowest of the compared OMol25 structures with the same formula, charge and spin at 30.0 kcal per mole. As for the LUMO energy: -0.140 eV.

Atoms and positions in Å:
H1 -3.35521 1.65052 0.43321
P1 -3.01227 0.21066 -0.03147
C1 -1.37015 0.37319 0.10194
P2 -0.29188 -1.09439 0.08852
C2 1.15057 -0.40209 -0.82643
C3 1.32772 -0.54888 0.63917
H2 -0.92757 1.28486 0.19022
H3 1.07473 0.61378 -1.30783
H4 1.81616 -1.00656 -1.48416
H5 2.01074 -1.39190 0.88837
H6 1.57718 0.31080 1.30847



C16H42Br9N7O4P2 | ωB97M-V with the def2-TZVPD basis set

The HOMO-LUMO gap is 7.7855 eV. Its HOMO energy is -8.48 eV. Its multiplicity is 1. The calculation puts the total energy at -684852.9750 eV. The calculation puts the energy above the lowest of the compared OMol25 structures with the same formula, charge and spin at 4.5 kcal per mole. As for the LUMO energy: -0.690 eV.

Atoms and positions in Å:
C1 -1.69824 -2.20237 3.11434
N1 -0.86715 -3.44438 3.08378
O1 -1.46322 -4.48503 3.30165
O2 0.33885 -3.34677 2.95014
H1 -1.04590 -1.35337 2.93304
H2 -2.16131 -2.20567 4.09114
H3 -2.41565 -2.29003 2.30228
O3 2.54161 -1.04145 -2.24601
P1 2.64968 -0.52831 -0.87275
N2 3.04739 1.11050 -0.75356
C2 2.08271 2.09780 -1.21392
C3 4.41552 1.56319 -0.87833
N3 3.77133 -1.30884 0.11254
C4 4.03993 -2.70511 -0.19969
C5 3.91939 -0.97337 1.51952
N4 1.14459 -0.58888 -0.09241
C6 0.39628 -1.83328 -0.25336
C7 0.85888 0.13044 1.14796
H4 2.18830 3.02481 -0.65487
H5 1.06597 1.70840 -1.11577
H6 2.15828 2.25513 -2.29698
H7 4.59148 2.43158 -0.23091
H8 4.65850 1.86093 -1.90277
H9 5.10751 0.81263 -0.49387
H10 3.24600 -3.37934 0.15129
H11 4.17131 -2.82612 -1.27253
H12 4.91956 -3.10729 0.30583
H13 3.08622 -1.38654 2.10900
H14 4.80364 -1.45603 1.93712
H15 3.94007 0.10813 1.63562
H16 -0.62585 -1.69414 0.09873
H17 0.40601 -2.13401 -1.29973
H18 0.85483 -2.64274 0.32434
H19 0.66688 -0.60185 1.93612
H20 -0.06183 0.72014 1.00514
H21 1.61061 0.89071 1.34684
O4 -3.05641 -0.66747 -3.93271
P2 -2.49158 0.53127 -3.32111
N5 -3.35418 1.90655 -3.71358
C8 -4.27955 1.91503 -4.83964
C9 -3.11580 3.25103 -3.14695
N6 -0.91422 0.94596 -3.75476
C10 -0.59651 1.67402 -4.97092
C11 0.10860 -0.05682 -3.40758
N7 -2.35162 0.43344 -1.63659
C12 -1.52173 1.32423 -0.82262
C13 -3.41544 -0.24654 -0.88921
H22 -3.92818 2.59835 -5.61585
H23 -5.28887 2.17175 -4.50512
H24 -4.36884 0.90404 -5.23510
H25 -2.45840 3.78674 -3.83617
H26 -2.69085 3.13412 -2.15744
H27 -4.08313 3.75123 -3.15763
H28 0.47651 1.80015 -5.08536
H29 -0.98696 1.19206 -5.87623
H30 -1.08806 2.64707 -4.92670
H31 -0.13783 -0.54348 -2.46599
H32 0.16728 -0.81240 -4.19585
H33 1.08528 0.40298 -3.25898
H34 -0.87435 0.69616 -0.20602
H35 -0.88134 1.93689 -1.45394
H36 -2.24013 1.94999 -0.28086
H37 -2.98988 -0.61777 0.04237
H38 -3.87916 -1.01125 -1.50477
H39 -4.17498 0.51500 -0.66586
C14 -4.02806 2.10746 4.08609
Br1 -5.58235 3.23826 3.90842
Br2 -3.09209 1.93667 2.36977
Br3 -4.55241 0.37090 4.73052
H40 -3.30944 2.53362 4.77309
C15 0.10122 0.81307 6.25459
Br4 1.23888 -0.72932 5.84157
Br5 -1.67491 0.21284 6.83693
Br6 -0.02612 2.06502 4.74780
H41 0.56826 1.30365 7.09525
C16 3.40966 -4.04490 3.63552
Br7 4.09607 -2.81839 4.97394
Br8 2.26281 -5.36962 4.44334
Br9 4.81569 -4.79959 2.54254
H42 2.76092 -3.51144 2.95285



C27H14BrCrF13N2O6PS3 | ωB97M-V with the def2-TZVPD basis set

The HOMO-LUMO gap (spin up / spin down) is 7.5156 / 8.1290 eV. Its HOMO energy (spin up / spin down) is -8.96 / -8.97 eV. Its multiplicity is 2. The calculation puts the total energy at -219077.3728 eV. The calculation puts the energy above the lowest of the compared OMol25 structures with the same formula, charge and spin at 6.0 kcal per mole. As for the LUMO energy (spin up / spin down): -1.446 / -0.843 eV.

Atoms and positions in Å:
Cr1 0.96531 0.47599 0.04397
F1 1.53705 3.57619 3.83310
C1 2.51098 2.77151 4.25316
F2 3.64555 3.49693 4.29828
F3 2.22920 2.42274 5.52580
C2 2.70448 1.55038 3.39423
C3 3.83982 0.78949 3.61397
C4 4.11064 -0.32533 2.82897
C5 3.23799 -0.63248 1.80820
N1 2.12447 0.07468 1.62753
C6 1.82177 1.13641 2.39250
S1 0.31488 1.81642 1.85755
H1 4.52893 1.08288 4.39575
H2 4.99507 -0.92274 2.99142
H3 3.40521 -1.44174 1.11039
F4 -4.69401 -3.26583 4.08631
C7 -3.85825 -2.76759 3.18492
C8 -4.25356 -2.63015 1.87012
F5 -5.47390 -3.00492 1.50107
C9 -3.37019 -2.11390 0.94073
F6 -3.81643 -2.06356 -0.31544
C10 -2.08567 -1.68313 1.27499
P1 -1.04683 -0.95935 -0.09213
C11 -0.79676 -2.53101 -0.98614
C12 0.15161 -3.38680 -0.42458
C13 0.38029 -4.63462 -0.97824
C14 -0.33200 -5.03531 -2.10152
C15 -1.28169 -4.19124 -2.65516
C16 -1.52097 -2.94268 -2.09759
C17 -2.28822 0.08033 -0.91588
C18 -2.30976 0.25198 -2.29441
C19 -3.21031 1.13958 -2.86404
C20 -4.07125 1.87415 -2.06342
C21 -4.01643 1.73981 -0.68256
C22 -3.12350 0.85004 -0.10847
C23 -1.69646 -1.88628 2.60179
Br1 0.05514 -1.59871 3.20730
C24 -2.57243 -2.40985 3.53973
F7 -2.19601 -2.60165 4.80220
H4 0.71965 -3.06901 0.44237
H5 1.11812 -5.29227 -0.53763
H6 -0.14840 -6.00692 -2.54121
H7 -1.84640 -4.50370 -3.52358
H8 -2.27875 -2.30537 -2.52762
H9 -1.58441 -0.24955 -2.92089
H10 -3.21274 1.27668 -3.93695
H11 -4.77058 2.56720 -2.51241
H12 -4.66522 2.33241 -0.05106
H13 -3.07557 0.76499 0.97145
F8 4.51712 3.96701 -2.65829
C25 4.16022 3.50986 -1.46667
F9 5.24279 3.12547 -0.79801
F10 3.54803 4.47369 -0.78967
S2 3.05270 2.05409 -1.66133
O1 2.53953 1.85604 -0.29168
O2 3.87348 1.02527 -2.20503
N2 1.96057 2.62207 -2.62336
S3 0.41106 2.49426 -2.42963
O3 -0.00985 1.73478 -1.23187
O4 -0.27458 2.22778 -3.64188
C26 -0.06840 4.19382 -1.91751
F11 -1.38096 4.23190 -1.71149
F12 0.56179 4.51474 -0.79238
F13 0.25412 5.06472 -2.86511
O5 0.82903 -0.62254 -2.72788
C27 1.68878 -1.19230 -2.08542
O6 1.90710 -1.00057 -0.81234
H14 2.38798 -1.89518 -2.55736



C3H7NO | ωB97M-V with the def2-TZVPD basis set

The HOMO-LUMO gap is 10.5017 eV. Its HOMO energy is -9.40 eV. Its multiplicity is 1. The calculation puts the total energy at -6760.8329 eV. The calculation puts the energy above the lowest of the compared OMol25 structures with the same formula, charge and spin at 44.2 kcal per mole. As for the LUMO energy: 1.100 eV.

Atoms and positions in Å:
C1 -0.66512 -1.39972 0.90639
C2 0.05450 -1.17448 -0.39748
O1 -0.50028 -0.96758 -1.45525
H1 -0.67956 -2.47555 1.11703
H2 -1.69187 -1.03535 0.83304
H3 -0.14640 -0.89836 1.72741
H4 1.15697 -1.28369 -0.35267
C3 0.42063 1.86671 -0.86778
N1 0.56396 1.25312 0.23131
H5 0.53321 2.94920 -0.98694
H6 0.16543 1.28017 -1.75438
H7 0.78851 1.88553 0.99931



Question: Which of these has the highest multiplicity?
Answer: C27H14BrCrF13N2O6PS3



Question: What is the formula in the fifth record?
Answer: C27H14BrCrF13N2O6PS3



Question: Which of these has the highest multiplicity?
Answer: C27H14BrCrF13N2O6PS3



Question: Look up the multiplicity of the first one.
Answer: 1